1.
DFT (wB97M-V/def2-TZVPD) results for C7H13O4P in the gas phase.

Each line ends with the Löwdin charge.
Positions of all 25 atoms, in Å:
C 0.533749 -0.087907 -0.095321  -0.44
C 1.009122 -2.294926 -2.112016  -0.23
C 0.838559 -2.754397 -0.783594  -0.46
C -0.259416 -1.584238 -2.530606  -0.25
C 0.093777 1.230208 0.301990  -0.32
C 0.020232 3.044956 2.104617  -0.23
C 0.022248 1.514421 1.829403  -0.38
O -1.436874 -2.053638 -2.112008  0.09
O -0.414147 -0.421145 -3.289122  0.12
O 0.025946 3.401167 3.487548  -0.07
O -1.174524 0.948077 2.410493  -0.05
P 1.116399 -1.417375 0.682873  0.86
H 1.883678 -1.781984 -2.461759  0.14
H 0.919355 -3.248644 -2.598985  0.13
H -0.152151 -3.054072 -0.431116  0.04
H 1.578849 -3.480293 -0.514821  0.05
H 0.728924 2.003062 -0.143361  0.11
H -0.962384 1.421761 0.004422  0.11
H -0.921053 3.445991 1.586714  0.14
H 0.814201 3.625884 1.622042  0.12
H 0.915606 1.067864 2.216854  0.11
H -1.458715 -2.922409 -1.570744  0.17
H -1.277997 -0.121423 -3.116140  0.09
H -0.828666 3.042441 3.804571  0.09
H -1.614717 0.476618 1.708065  0.06

Cartesian forces (eV/Å) of the 6 atoms listed first:
C -0.22 -2.34 -0.76
C -2.54 1.29 -3.63
C 1.05 0.49 5.50
C -0.53 2.91 1.56
C -0.82 1.31 1.17
C -1.41 0.29 -0.78

Output
Frontier orbital gap (alpha / beta)   6.0 / 6.0 eV
E_HOMO (alpha / beta)   -6.34 / -6.34 eV
LUMO (alpha / beta)   -0.31 / -0.31 eV
Charge   0
ΔE to the lowest compared entry with this formula, charge and spin   179.4 kcal per mole



2.
DFT (wB97M-V/def2-TZVPD) results for a molecular structure, C7H13O5Rb.

Each line ends with the Löwdin charge.
Positions of all 26 atoms, in Å:
Rb -1.559058 -0.604419 0.384252  1.80
O -1.023878 -3.574919 -0.775438  0.06
C -2.320028 -3.267079 -0.669118  -0.90
O -3.141448 -3.838869 -1.437028  -0.04
O -2.635798 -2.327389 0.056692  -0.39
H -1.061158 -4.275799 -1.430408  0.10
C 1.418152 1.744111 1.640452  -0.01
C 0.221882 0.883181 2.005472  -0.44
O -0.703138 0.779541 1.204082  -0.47
C 0.150982 0.276871 3.360362  0.00
H 2.407772 1.320421 1.811402  0.11
H 1.286512 2.652711 2.228012  0.11
H 1.397372 2.007871 0.583052  0.02
H -0.752748 -0.262219 3.644562  0.09
H 0.422982 1.049041 4.080002  0.10
H 0.816402 -0.576329 3.492082  0.10
C -0.184018 0.286281 -3.037778  0.02
C 0.018112 0.843801 -1.581718  -0.39
O -0.833428 0.840651 -0.710328  -0.34
C 1.435942 1.317731 -1.235258  0.00
H -1.101708 0.665211 -3.487598  0.09
H -0.259518 -0.795339 -2.925968  0.09
H 0.652862 0.496491 -3.703778  0.08
H 1.609252 1.249241 -0.161308  0.01
H 1.539542 2.353231 -1.559478  0.11
H 2.198152 0.755971 -1.775218  0.10

Cartesian forces (eV/Å) of the 6 atoms listed first:
Rb -7.35 -13.85 -1.18
O 1.72 -0.37 0.28
C -4.51 -0.53 -2.50
O 1.54 -0.52 0.33
O -2.85 -4.49 1.03
H 0.30 -0.33 -0.28

Output
Frontier orbital gap   7.0 eV
E_HOMO   -7.20 eV
LUMO   -0.25 eV
Charge   0
ΔE to the lowest compared entry with this formula, charge and spin   279.0 kcal per mole



3.
DFT (wB97M-V/def2-TZVPD) results for C7H14 in the gas phase.

Each line ends with the Löwdin charge.
Positions of all 21 atoms, in Å:
C -0.701195 1.656450 0.682113  -0.06
C -0.491618 0.214044 0.198506  -0.59
C -1.003440 0.105603 -1.242852  -0.06
C -1.293404 -0.752223 1.089129  -0.05
C 0.994823 -0.124958 0.333751  -0.28
C 2.002236 0.008230 -0.771618  -0.11
C 1.616317 -1.355302 -0.258168  -0.11
H -0.428119 1.767206 1.738847  0.08
H -0.089394 2.354838 0.098837  0.09
H -1.752232 1.953200 0.574916  0.08
H -2.087711 0.268846 -1.263264  0.09
H -0.544529 0.855915 -1.897241  0.08
H -0.814564 -0.886541 -1.670707  0.08
H -0.738548 -1.003536 2.003132  0.09
H -2.253178 -0.316221 1.391332  0.08
H -1.504427 -1.692968 0.567650  0.08
H 1.374936 0.134517 1.323107  0.14
H 1.656170 0.281504 -1.764752  0.09
H 2.987538 0.393939 -0.525343  0.10
H 2.333118 -1.906362 0.344029  0.10
H 1.008039 -1.982138 -0.904498  0.10

Cartesian forces (eV/Å) of the 6 atoms listed first:
C 0.00 0.05 0.02
C 0.00 0.01 -0.04
C 0.01 -0.01 -0.07
C 0.00 -0.09 0.14
C -0.08 0.07 0.13
C 0.06 0.10 -0.13

Output
Frontier orbital gap   11.1 eV
E_HOMO   -10.15 eV
LUMO   0.98 eV
Charge   0
ΔE to the lowest compared entry with this formula, charge and spin   17.8 kcal per mole
SMILES string   CC(C)(C)C1CC1



Which of these has the highest ΔE to the lowest compared entry with this formula, charge and spin?
C7H13O5Rb



Which of these has the lowest ΔE to the lowest compared entry with this formula, charge and spin?
C7H14